Molecular formula: C7H11ClN
Method: DFT, ωB97M-V with the def2-TZVPD basis set

The geometry in XYZ format:
```
20
Properties=species:S:1:pos:R:3:forces:R:3:nbo_charge:R:1
Cl 3.381989 0.381050 -0.425473 -0.5 -0.8 0.0 0.00
N -1.222477 -1.408913 -0.494876 1.2 2.0 -1.9 -0.47
C -0.255846 0.721023 -1.269537 -0.5 3.1 2.2 -0.37
C -0.146481 1.734465 -0.218362 -0.2 -2.6 -5.6 -0.01
C 0.391498 1.543212 1.041404 1.7 -3.7 -0.1 -0.30
C -1.931241 -0.880593 0.662043 -0.4 -0.7 1.4 -0.45
C 1.869188 -0.458183 0.194174 0.4 1.3 -2.7 -0.38
C 1.359773 0.547779 1.079447 -1.0 1.8 3.3 -0.06
C -0.467616 -0.652664 -1.302405 -2.5 -1.4 0.3 0.17
H -1.334565 -2.312889 -0.926329 -0.7 -0.5 0.9 0.43
H 2.095868 -1.371073 0.627896 0.8 -1.5 1.3 0.25
H -1.670929 -1.575109 1.464065 -0.2 0.3 0.3 0.24
H -0.245159 -1.131691 -2.275391 0.2 0.0 0.8 0.25
H -0.362102 0.994653 -2.304918 0.4 1.1 -0.2 0.26
H -1.611048 0.118630 0.974418 0.3 -0.5 -0.5 0.24
H 0.071941 2.065780 1.890315 0.3 1.1 1.0 0.26
H -0.100410 2.699499 -0.689876 -0.6 0.7 0.3 0.25
H 1.214556 -0.735904 -0.632683 1.1 0.3 0.1 0.20
H -3.040459 -0.821648 0.636911 0.7 -0.5 -0.8 0.25
H 2.003512 0.542583 1.969174 -0.5 0.3 0.0 0.24
```
Positions in Å, forces in eV/Å.

Largest force on an atom in eV Å⁻¹: 6.18
Total charge: +1
HOMO level in eV: -13.2
Molecular weight in g mol⁻¹: 144.6
ΔE to the lowest compared entry with this formula, charge and spin in eV: 3.6906
Total energy in eV: -21439.783
Kohn-Sham gap in eV: 7.77